i:
DFT (the ωB97M-V functional and the def2-TZVPD basis) results for a molecular structure, C8H32FN16O8Zn.

Last column: Mulliken charge in e.
Positions of all 66 atoms, in Å:
Zn (1.07, 1.16, 0.62)  0.624
F (0.20, -0.42, -0.13)  -0.071
C (-0.47, 1.04, 3.46)  0.373
O (0.17, 0.83, 2.38)  -0.241
N (0.11, 1.60, 4.58)  -0.386
N (-1.82, 0.71, 3.56)  -0.332
H (-0.44, 1.82, 5.38)  0.178
H (1.09, 1.78, 4.65)  0.208
H (-2.19, 0.44, 4.45)  0.233
H (-2.36, 0.37, 2.78)  0.079
C (1.75, 2.27, -2.19)  0.626
O (2.05, 1.69, -1.10)  -0.471
N (1.37, 1.54, -3.31)  -0.078
N (1.65, 3.67, -2.28)  -0.424
H (1.05, 1.97, -4.15)  0.190
H (1.52, 0.54, -3.25)  0.052
H (1.70, 4.17, -1.42)  0.196
H (1.04, 3.99, -3.00)  0.231
C (0.88, -3.60, 2.03)  0.422
O (1.44, -4.63, 2.37)  -0.692
N (0.17, -2.81, 2.96)  -0.280
N (0.89, -3.17, 0.69)  -0.154
H (-0.31, -1.97, 2.72)  0.159
H (0.26, -3.02, 3.93)  0.220
H (1.29, -3.85, 0.08)  0.190
H (0.60, -2.28, 0.32)  0.043
C (3.26, -0.75, 1.81)  0.614
O (2.78, 0.08, 0.95)  -0.407
N (3.74, -1.98, 1.43)  -0.304
N (3.29, -0.46, 3.20)  -0.399
H (4.16, -2.57, 2.10)  0.185
H (3.55, -2.24, 0.47)  0.174
H (3.21, 0.49, 3.47)  0.203
H (3.73, -1.10, 3.82)  0.176
C (-2.70, 0.42, -3.32)  0.402
O (-3.69, 0.52, -4.10)  -0.660
N (-1.60, -0.48, -3.62)  -0.261
N (-2.63, 1.20, -2.11)  -0.076
H (-0.93, -0.66, -2.89)  0.211
H (-1.53, -0.87, -4.53)  0.212
H (-3.50, 1.67, -1.91)  0.215
H (-1.94, 1.16, -1.40)  -0.084
C (-3.65, -0.57, 0.31)  0.569
O (-3.62, 0.65, 0.62)  -0.689
N (-4.87, -1.28, 0.25)  -0.409
N (-2.46, -1.26, -0.04)  -0.039
H (-5.72, -0.82, 0.50)  0.243
H (-4.88, -2.18, -0.16)  0.166
H (-1.61, -0.71, -0.21)  -0.190
H (-2.58, -2.10, -0.57)  0.273
C (2.51, -2.82, -2.78)  0.457
O (2.63, -3.29, -1.62)  -0.601
N (1.93, -1.54, -3.03)  -0.225
N (2.89, -3.55, -3.93)  -0.432
H (1.71, -0.94, -2.24)  -0.018
H (1.81, -1.20, -3.95)  0.124
H (2.76, -3.11, -4.81)  0.145
H (3.18, -4.49, -3.82)  0.241
C (-1.14, 3.49, 0.56)  0.237
O (-0.34, 2.60, 0.12)  -0.130
N (-2.35, 3.19, 1.16)  -0.300
N (-0.85, 4.87, 0.50)  -0.407
H (-2.60, 3.83, 1.90)  0.221
H (-2.79, 2.27, 1.14)  0.263
H (-0.18, 5.31, -0.08)  0.210
H (-1.71, 5.37, 0.66)  0.199

- charge = +1
- orbital gap (eV) = 8.547
- E_HOMO (eV) = -11.052

=====

ii:
DFT (the ωB97M-V functional and the def2-TZVPD basis) results for a molecular structure, C8H32FN16O8Zn.

Last column: Mulliken charge in e.
Positions of all 66 atoms, in Å:
Zn (-1.71, 0.28, -1.82)  0.561
F (-0.55, 0.59, -0.28)  0.374
C (-3.52, -1.65, -0.27)  0.657
O (-3.18, -0.59, -0.83)  -0.483
N (-4.54, -2.44, -0.71)  -0.450
N (-2.99, -2.00, 0.92)  -0.092
H (-4.45, -3.42, -0.51)  0.213
H (-5.05, -2.21, -1.55)  0.266
H (-3.31, -2.81, 1.42)  0.203
H (-2.46, -1.29, 1.40)  -0.056
C (0.65, 4.27, -0.08)  0.478
O (0.52, 4.11, -1.30)  -0.704
N (0.32, 3.27, 0.79)  -0.169
N (0.99, 5.46, 0.47)  -0.407
H (0.83, 3.31, 1.66)  0.261
H (-0.14, 2.45, 0.43)  -0.140
H (1.11, 5.61, 1.45)  0.179
H (1.38, 6.17, -0.13)  0.263
C (2.60, 0.16, 2.96)  0.504
O (2.84, -0.03, 4.13)  -0.663
N (1.46, 0.81, 2.53)  -0.201
N (3.42, -0.24, 1.95)  -0.304
H (1.22, 0.90, 1.56)  0.058
H (0.72, 0.85, 3.22)  0.155
H (3.18, -0.17, 0.97)  0.193
H (4.29, -0.65, 2.23)  0.177
C (0.39, 1.30, -4.00)  0.503
O (-0.42, 0.86, -3.17)  -0.566
N (1.18, 2.38, -3.82)  -0.244
N (0.56, 0.71, -5.21)  -0.425
H (1.04, 3.08, -3.11)  0.267
H (1.97, 2.44, -4.44)  0.197
H (1.06, 1.20, -5.93)  0.174
H (-0.07, -0.01, -5.52)  0.251
C (-0.22, -2.71, -1.93)  0.462
O (-0.89, -1.69, -1.98)  -0.267
N (1.01, -2.81, -2.52)  -0.460
N (-0.60, -3.89, -1.34)  -0.420
H (1.64, -3.53, -2.20)  0.225
H (1.41, -1.98, -2.92)  0.153
H (-1.58, -3.99, -1.11)  0.189
H (-0.12, -4.69, -1.71)  0.246
C (3.33, 0.54, -1.43)  0.365
O (4.37, 0.06, -1.84)  -0.705
N (3.11, 1.87, -1.29)  -0.170
N (2.35, -0.28, -0.89)  0.215
H (2.21, 2.23, -1.04)  0.152
H (3.90, 2.45, -1.51)  0.207
H (1.51, 0.09, -0.47)  -0.514
H (2.67, -1.22, -0.81)  0.274
C (-2.38, 1.32, 3.14)  0.653
O (-1.62, 0.40, 3.38)  -0.566
N (-3.23, 1.84, 4.08)  -0.445
N (-2.45, 1.93, 1.92)  -0.207
H (-3.98, 2.44, 3.77)  0.135
H (-3.20, 1.57, 5.04)  0.252
H (-3.15, 2.64, 1.81)  0.158
H (-1.96, 1.52, 1.15)  0.048
C (-0.16, -3.37, 2.44)  0.417
O (-0.18, -3.40, 3.65)  -0.626
N (-0.05, -2.19, 1.75)  -0.025
N (-0.24, -4.49, 1.64)  -0.328
H (-0.05, -1.37, 2.33)  0.031
H (-0.26, -2.18, 0.77)  0.063
H (-0.08, -4.44, 0.65)  0.267
H (-0.46, -5.38, 2.05)  0.191

- charge = +1
- orbital gap (eV) = 7.771
- E_HOMO (eV) = -11.163

=====

Most stable: ii

=====

i:
DFT (the ωB97M-V functional and the def2-TZVPD basis) results for 2 unconnected molecules or ions with the total composition CH4O2S.

Last column: Mulliken charge in e.
Positions of all 8 atoms, in Å:
S (2.87, -0.51, -0.79)  -0.289
H (3.44, 0.25, 0.15)  0.146
H (3.43, 0.31, -1.68)  0.143
O (-2.41, 0.91, 1.53)  -0.464
C (-1.97, 0.66, 0.46)  0.247
O (-2.16, -0.46, -0.23)  -0.410
H (-1.32, 1.29, -0.14)  0.302
H (-2.86, -1.00, 0.15)  0.326

- orbital gap (eV) = 10.628
- SMILES string = O=CO.S
- E_HOMO (eV) = -9.880

=====

ii:
DFT (the ωB97M-V functional and the def2-TZVPD basis) results for 2 unconnected molecules or ions with the total composition CH4O2S.

Last column: Mulliken charge in e.
Positions of all 8 atoms, in Å:
S (0.20, -0.44, 2.76)  -0.222
H (0.35, 0.47, 1.82)  0.133
H (0.23, -1.29, 1.78)  0.087
O (-0.60, 1.44, -1.95)  -0.450
C (0.07, 0.51, -2.32)  0.287
O (0.01, -0.78, -1.76)  -0.432
H (0.96, 0.58, -3.10)  0.272
H (-0.50, -0.99, -0.97)  0.326

- orbital gap (eV) = 10.503
- SMILES string = O=CO.S
- E_HOMO (eV) = -9.993

=====

Most stable: i

=====

i:
DFT (the ωB97M-V functional and the def2-TZVPD basis) results for a molecular structure, C5H12NO3P.

Last column: Löwdin spin population.
Positions of all 22 atoms, in Å:
C (-2.34, -1.13, 0.84)  0.012
C (-1.71, -1.69, -0.50)  0.092
C (-0.40, -2.39, -0.38)  0.057
C (1.92, 2.41, -0.63)  0.003
C (1.06, 1.52, 0.11)  0.011
N (-0.38, 2.08, 0.15)  0.146
O (-2.92, 1.97, -0.25)  0.143
O (-1.80, 0.14, 1.17)  0.102
O (-1.58, -0.60, -1.35)  0.991
P (-1.73, 1.20, 0.00)  0.377
H (-3.39, -1.07, 0.68)  0.004
H (-2.01, -1.69, 1.72)  0.002
H (-2.59, -2.40, -0.89)  0.034
H (0.52, -1.85, -0.13)  0.000
H (-0.01, -2.75, -1.51)  -0.001
H (-0.45, -3.36, 0.19)  0.008
H (1.76, 3.46, -0.34)  0.002
H (2.95, 2.28, -0.33)  0.000
H (1.82, 2.26, -1.77)  0.001
H (1.09, 0.51, -0.15)  0.005
H (1.50, 1.53, 1.23)  0.003
H (-0.46, 3.07, -0.25)  0.008

- spin multiplicity = 3
- orbital gap (alpha / beta) (eV) = 5.933 / 6.959
- E_HOMO (alpha / beta) (eV) = -5.238 / -9.601
- ⟨S²⟩ = 2.01

=====

ii:
DFT (the ωB97M-V functional and the def2-TZVPD basis) results for a single C5H12NO3P molecule.

Last column: Löwdin spin population.
Positions of all 22 atoms, in Å:
C (2.99, -0.23, 1.85)  0.762
C (1.84, 0.21, 1.42)  0.619
C (0.71, 0.64, -2.17)  0.006
C (-2.34, 1.71, 0.70)  0.005
C (-1.51, -2.31, -0.02)  0.013
N (1.05, -0.53, 0.57)  0.245
O (-0.16, 1.05, -1.13)  0.023
O (-1.11, 1.07, 1.10)  0.021
O (-1.32, -1.05, -0.64)  0.024
P (-0.30, 0.07, 0.08)  0.122
H (3.55, 0.25, 2.50)  0.065
H (3.45, -1.04, 1.33)  0.053
H (1.43, 1.05, 1.97)  0.029
H (0.30, 0.92, -3.08)  0.000
H (0.69, -0.53, -2.07)  0.001
H (1.77, 1.10, -1.96)  0.003
H (-2.32, 2.11, -0.25)  0.000
H (-2.65, 2.43, 1.46)  0.001
H (-3.04, 0.85, 0.63)  0.001
H (-1.91, -2.37, 0.98)  0.003
H (-0.51, -2.78, -0.15)  0.003
H (-2.29, -2.90, -0.58)  0.001

- spin multiplicity = 3
- orbital gap (alpha / beta) (eV) = 4.581 / 9.147
- E_HOMO (alpha / beta) (eV) = -3.745 / -10.218
- ⟨S²⟩ = 2.01

=====

Most stable: i

=====

i:
DFT (the ωB97M-V functional and the def2-TZVPD basis) results for a molecular structure, C3H4ClFO.

Last column: Mulliken charge in e.
Positions of all 10 atoms, in Å:
C (-1.08, -0.54, 0.11)  -0.384
C (-0.07, 0.62, -0.16)  0.382
C (1.32, 0.23, -0.11)  -0.094
H (-0.77, -1.60, -0.26)  0.332
H (-1.29, -0.61, 1.47)  0.252
H (1.84, 0.54, 0.93)  0.253
H (1.58, 0.75, -1.03)  0.226
O (-0.27, 1.83, -0.24)  -0.530
F (1.47, -1.07, -0.41)  -0.288
Cl (-2.73, -0.14, -0.31)  -0.149

- orbital gap (eV) = 10.398
- E_HOMO (eV) = -10.386

=====

ii:
DFT (the ωB97M-V functional and the def2-TZVPD basis) results for 2 unconnected molecules or ions with the total composition C3H4ClFO.

Last column: Mulliken charge in e.
Positions of all 10 atoms, in Å:
C (1.10, 1.16, -0.53)  -0.092
C (-0.08, 0.61, 0.10)  0.405
C (-0.92, -1.75, 0.39)  -0.887
O (-0.26, 1.38, -1.01)  -0.348
F (-0.64, 1.06, 1.19)  -0.201
Cl (2.02, 2.55, 0.01)  -0.145
H (1.74, 0.51, -1.29)  0.263
H (-0.69, -2.40, -0.48)  0.283
H (-1.90, -1.43, 0.36)  0.320
H (-0.36, -1.67, 1.25)  0.401

- orbital gap (alpha / beta) (eV) = 9.035 / 8.842
- E_HOMO (alpha / beta) (eV) = -9.043 / -9.028

=====

Most stable: i